# 1
Entry from the OMol25 dataset: the ion C3H7INS with charge +1 (ωB97M-V with the def2-TZVPD basis set).

The geometry in XYZ format:
```
13
Properties=species:S:1:pos:R:3:mulliken_spin:R:1
C 0.4834 0.6348 -0.0229 0.055
C -0.0989 0.2199 1.3253 -0.049
C -1.6857 0.1624 -0.9258 0.431
N -0.2741 -0.2320 -1.0547 0.003
S -1.9716 0.4586 1.1714 1.470
I -2.0144 1.9680 -1.9775 0.088
H 0.1353 1.6012 -0.2030 -0.008
H 1.6041 0.4585 -0.1238 -0.001
H 0.2297 -0.7577 1.6236 0.014
H 0.1470 1.1650 1.9506 0.017
H -2.3603 -0.5377 -1.2846 -0.031
H 0.1053 -0.1244 -2.0077 0.009
H -0.1390 -1.1558 -0.9582 0.001
```

molar mass	216.1	g/mol
E_HOMO (spin up / spin down)	-10.5 / -13.6	eV
E_tot	-23638.867	eV
total charge	+1
multiplicity	3
LUMO energy (spin up / spin down)	-3.516 / -7.035	eV
ΔE to the lowest compared entry with this formula, charge and spin	9.5	kcal per mole
HOMO-LUMO gap (spin up / spin down)	7.03 / 6.55	eV


# 2
Entry from the OMol25 dataset: a structure of composition C3H7MgO3Ru (ωB97M-V with the def2-TZVPD basis set).

The geometry in XYZ format:
```
15
Properties=species:S:1:pos:R:3:mulliken_spin:R:1
O 2.2269 0.7719 -1.3531 0.635
C 1.8738 1.9345 -2.0187 -0.018
C 0.9209 2.7821 -1.1850 0.042
O -0.0985 1.8948 -0.6845 0.090
C -1.1829 2.4637 -0.0885 0.859
Mg 0.8164 -0.0375 -0.3397 0.079
H 1.3821 1.7196 -2.9907 0.073
H 2.7489 2.5742 -2.2497 0.014
H 0.4485 3.5785 -1.7783 -0.003
H 1.4306 3.2233 -0.3148 -0.009
H -3.1198 -1.3468 1.8608 0.008
H -1.4766 3.4521 -0.4459 0.017
Ru -0.7914 -1.9105 0.8989 3.816
O -2.4221 -2.0390 1.7300 0.372
H -1.6201 1.9399 0.7596 0.025
```

molar mass	216.5	g/mol
E_HOMO (spin up / spin down)	-11.8 / -11.8	eV
E_tot	-17379.837	eV
total charge	+1
multiplicity	7
LUMO energy (spin up / spin down)	-3.428 / -8.704	eV
HOMO-LUMO gap (spin up / spin down)	8.38 / 3.07	eV